Record 1
A 2-piece molecular cluster, C11H14N2O overall in a non-equilibrium geometry. Source: OMol25; level of theory: ωB97M-V/def2-TZVPD.

Element x y z (Å)
C (-0.026, -3.575, -1.272)
C (0.787, -2.355, -1.006)
C (0.525, -1.083, -1.483)
C (1.084, 0.061, -0.913)
C (2.122, -0.092, 0.013)
O (2.952, 0.911, 0.508)
C (2.523, -1.382, 0.351)
C (1.811, -2.505, -0.084)
H (-0.850, -3.838, -0.620)
H (0.521, -4.504, -1.123)
H (-0.504, -3.471, -2.243)
H (-0.274, -0.904, -2.227)
H (0.663, 0.998, -1.288)
H (2.320, 1.525, 0.918)
H (3.507, -1.565, 0.797)
H (1.956, -3.408, 0.489)
C (-0.966, 0.570, 1.811)
C (-1.456, 1.776, 1.033)
C (-2.236, 1.901, -0.087)
N (-2.298, 3.247, -0.374)
C (-1.501, 3.869, 0.613)
N (-1.004, 2.993, 1.453)
H (-0.042, 0.227, 1.323)
H (-1.861, -0.042, 1.898)
H (-0.692, 0.864, 2.839)
H (-2.704, 1.193, -0.752)
H (-2.881, 3.646, -1.083)
H (-1.475, 4.945, 0.510)

Computed properties:
**SMILES string**: Cc1ccc(O)cc1.Cc1c[nH]cn1
**Kohn-Sham gap**: 9.28 eV
**Maximum force**: 2.496 eV/Å
**Total energy**: -16660.7504 eV

natural (NBO) atomic charge list, values in e, 6 entries:
1. C -0.633
2. C -0.054
3. C -0.193
4. C -0.271
5. C 0.262
6. O -0.682


Record 2
C11H14N2O as an isolated structure in a non-equilibrium geometry. Source: OMol25; level of theory: ωB97M-V/def2-TZVPD.

Element x y z (Å)
C (-1.243, -0.349, -1.309)
C (-1.101, 3.371, 2.021)
C (-0.353, 3.518, 0.835)
C (-1.177, 2.170, 2.698)
C (0.184, 2.368, 0.323)
C (-0.611, 1.049, 2.107)
C (0.160, 1.127, 0.939)
C (0.803, -1.885, -2.398)
C (0.339, -3.359, -0.433)
C (-0.376, -1.099, -0.498)
C (0.947, -0.022, 0.366)
N (-1.786, 0.298, -2.065)
N (-0.018, -2.253, -1.222)
O (1.952, 0.224, -0.603)
H (-1.418, 4.180, 2.644)
H (-0.491, 4.401, 0.068)
H (-1.974, 2.016, 3.342)
H (0.812, 2.499, -0.511)
H (-0.571, 0.181, 2.666)
H (0.302, -1.055, -2.761)
H (1.954, -1.683, -2.341)
H (0.735, -2.643, -3.169)
H (-0.430, -3.573, 0.298)
H (0.202, -4.213, -1.181)
H (1.311, -3.425, 0.017)
H (-0.932, -1.482, 0.410)
H (1.285, -0.738, 1.154)
H (1.495, 0.377, -1.397)

Computed properties:
**Kohn-Sham gap**: 9.08 eV
**Maximum force**: 4.316 eV/Å
**Total energy**: -16658.1881 eV

natural (NBO) atomic charge list, values in e, 6 entries:
1. C 0.258
2. C -0.193
3. C -0.209
4. C -0.221
5. C -0.190
6. C -0.189


- What is the maximum force in the first record?
  2.496 eV/Å


Copy entry 1 word for word.
A 2-piece molecular cluster, C11H14N2O overall in a non-equilibrium geometry. Source: OMol25; level of theory: ωB97M-V/def2-TZVPD.

Element x y z (Å)
C (-0.026, -3.575, -1.272)
C (0.787, -2.355, -1.006)
C (0.525, -1.083, -1.483)
C (1.084, 0.061, -0.913)
C (2.122, -0.092, 0.013)
O (2.952, 0.911, 0.508)
C (2.523, -1.382, 0.351)
C (1.811, -2.505, -0.084)
H (-0.850, -3.838, -0.620)
H (0.521, -4.504, -1.123)
H (-0.504, -3.471, -2.243)
H (-0.274, -0.904, -2.227)
H (0.663, 0.998, -1.288)
H (2.320, 1.525, 0.918)
H (3.507, -1.565, 0.797)
H (1.956, -3.408, 0.489)
C (-0.966, 0.570, 1.811)
C (-1.456, 1.776, 1.033)
C (-2.236, 1.901, -0.087)
N (-2.298, 3.247, -0.374)
C (-1.501, 3.869, 0.613)
N (-1.004, 2.993, 1.453)
H (-0.042, 0.227, 1.323)
H (-1.861, -0.042, 1.898)
H (-0.692, 0.864, 2.839)
H (-2.704, 1.193, -0.752)
H (-2.881, 3.646, -1.083)
H (-1.475, 4.945, 0.510)

Computed properties:
**SMILES string**: Cc1ccc(O)cc1.Cc1c[nH]cn1
**Kohn-Sham gap**: 9.28 eV
**Maximum force**: 2.496 eV/Å
**Total energy**: -16660.7504 eV

natural (NBO) atomic charge list, values in e, 6 entries:
1. C -0.633
2. C -0.054
3. C -0.193
4. C -0.271
5. C 0.262
6. O -0.682


- Among the records above, which one has the lowest total energy?
  number 1


- Which of these has the highest Kohn-Sham gap?
  number 1